(1)
{"formula": "C28H37F3N", "method": "the ωB97M-V functional and the def2-TZVPD basis", "orbital_gap_ev": 7.68, "total_charge": 1, "e_tot_ha": -1443.07168, "lumo_energy_ev": -3.189, "species": ["C", "C", "C", "C", "C", "C", "C", "C", "N", "C", "C", "H", "H", "H", "H", "H", "H", "H", "H", "H", "H", "H", "H", "H", "H", "H", "H", "H", "H", "H", "H", "H", "H", "F", "C", "C", "C", "C", "C", "C", "H", "H", "H", "H", "H", "F", "C", "C", "C", "C", "C", "C", "H", "H", "H", "H", "H", "F", "C", "C", "C", "C", "C", "C", "H", "H", "H", "H", "H"], "coordinates": [[2.3509, 4.1702, 1.8797], [2.5150, 2.8108, 2.8405], [3.0291, 1.6192, 1.8410], [1.8631, 0.6067, 1.2964], [2.4018, 0.0507, -0.1865], [0.3522, 1.2379, 1.2447], [-0.5437, 0.7078, -0.0651], [-1.9896, 1.5474, -0.0247], [-2.4958, 1.7997, 1.3782], [-2.1078, 0.7397, 2.3929], [-0.4501, 0.6073, 2.5702], [2.7097, 5.1494, 2.4146], [1.2249, 4.3476, 1.5605], [2.9660, 4.0865, 0.8789], [3.4205, 3.0642, 3.5721], [1.5146, 2.5913, 3.4059], [3.6495, 2.0103, 0.9058], [3.7977, 0.9590, 2.4698], [1.8512, -0.3526, 1.9882], [3.4789, -0.4124, 0.0273], [1.7326, -0.8217, -0.5972], [2.5186, 0.9564, -0.9403], [0.2978, 2.4061, 1.1996], [-0.7159, -0.4557, 0.0331], [-0.0495, 1.0202, -1.0980], [-2.8257, 1.0353, -0.6672], [-1.7608, 2.6028, -0.5144], [-2.1059, 2.7342, 1.6770], [-3.5476, 1.9496, 1.3147], [-2.5899, 1.0272, 3.4382], [-2.5399, -0.3419, 2.1352], [-0.0754, 1.1083, 3.5589], [-0.2465, -0.5686, 2.5836], [-1.9510, -3.1441, 2.5530], [-2.8425, -3.1058, 3.5522], [-2.5779, -2.3304, 4.6758], [-3.5082, -2.2862, 5.7142], [-4.6889, -3.0273, 5.6219], [-4.9430, -3.8064, 4.4922], [-4.0177, -3.8416, 3.4493], [-1.6517, -1.7681, 4.7335], [-3.3144, -1.6770, 6.5935], [-5.4122, -2.9960, 6.4340], [-5.8608, -4.3856, 4.4244], [-4.2033, -4.4349, 2.5601], [4.8321, -2.4703, -5.8419], [4.1907, -2.7630, -4.7029], [2.8201, -2.5456, -4.6142], [2.1509, -2.8551, -3.4301], [2.8625, -3.3688, -2.3431], [4.2389, -3.5787, -2.4403], [4.9058, -3.2797, -3.6281], [2.2854, -2.1381, -5.4659], [1.0782, -2.6962, -3.3532], [2.3409, -3.6059, -1.4183], [4.7913, -3.9748, -1.5916], [5.9737, -3.4450, -3.7240], [-0.7306, -0.5324, -3.8402], [-0.9937, 0.7047, -4.2819], [-0.0913, 1.3339, -5.1324], [-0.3673, 2.6199, -5.5966], [-1.5388, 3.2672, -5.1960], [-2.4359, 2.6292, -4.3380], [-2.1650, 1.3391, -3.8830], [0.8174, 0.8188, -5.4261], [0.3280, 3.1175, -6.2681], [-1.7515, 4.2720, -5.5548], [-3.3450, 3.1366, -4.0243], [-2.8556, 0.8250, -3.2228]], "atomic_forces_ev_per_a": [[-0.491, 0.396, -0.047], [1.414, 1.338, -1.531], [0.330, -1.025, 0.847], [0.857, -0.478, -0.943], [0.416, -0.025, 0.969], [-1.032, -1.399, -0.178], [-0.277, 0.794, 0.630], [1.458, -0.096, -2.615], [-0.591, 0.810, 0.052], [0.495, -1.737, 2.431], [-0.398, -0.014, -0.965], [-0.760, -1.944, -0.906], [2.218, -0.334, 0.665], [-1.168, 0.018, 2.114], [-2.286, -0.720, -1.323], [2.136, 0.302, -0.992], [-1.466, -0.492, 2.128], [-1.659, 1.270, -1.472], [-0.179, 2.056, -1.308], [-2.313, 1.066, -0.612], [1.272, 1.873, 0.617], [-0.343, -2.027, 1.457], [0.431, -2.107, 0.346], [0.329, 2.416, -0.428], [-1.041, -0.956, 2.272], [1.641, 0.885, 1.448], [-0.666, -2.182, 1.077], [-0.421, -1.317, -0.118], [1.568, -0.407, 0.366], [0.928, -0.458, -2.344], [0.754, 2.693, 0.069], [-0.854, -1.051, -1.873], [-0.323, 2.718, 0.091], [0.329, 0.097, -0.370], [-0.939, -0.027, 1.004], [0.026, 0.066, -0.138], [-0.243, -0.252, -0.276], [0.068, 0.056, 0.004], [0.311, 0.266, 0.101], [0.063, 0.006, -0.101], [-0.010, -0.088, 0.006], [0.008, -0.133, -0.160], [0.158, -0.019, -0.166], [0.196, 0.108, -0.024], [0.070, 0.035, 0.086], [0.031, 0.028, -0.070], [-0.443, -0.215, 0.804], [-0.004, 0.042, -0.041], [0.440, -0.080, 0.108], [-0.016, 0.059, -0.069], [-0.272, 0.158, -0.261], [0.049, 0.021, -0.030], [0.083, -0.073, 0.045], [0.181, -0.003, -0.072], [0.098, 0.009, -0.164], [-0.071, 0.052, -0.193], [-0.110, 0.039, -0.034], [0.046, -0.269, 0.153], [-0.170, 1.039, -0.415], [0.032, -0.068, 0.028], [-0.356, -0.110, 0.297], [0.033, -0.012, 0.009], [0.371, -0.049, -0.147], [0.085, -0.042, 0.114], [-0.108, 0.006, 0.035], [-0.113, -0.131, 0.138], [0.032, -0.214, 0.066], [0.132, -0.124, -0.085], [0.035, -0.045, -0.107]], "lowdin_charge": [-0.14, -0.22, -0.20, -0.30, -0.10, -0.24, -0.12, -0.14, -0.01, -0.12, -0.11, 0.08, 0.06, 0.08, 0.12, 0.09, 0.12, 0.13, 0.14, 0.10, 0.07, 0.10, 0.12, 0.14, 0.13, 0.14, 0.15, 0.19, 0.20, 0.15, 0.15, 0.12, 0.13, 0.05, -0.31, -0.04, -0.08, -0.09, -0.07, -0.01, 0.11, 0.11, 0.11, 0.11, 0.12, 0.07, -0.29, -0.02, -0.09, -0.11, -0.08, -0.01, 0.11, 0.10, 0.10, 0.11, 0.12, 0.05, -0.30, -0.01, -0.07, -0.09, -0.09, -0.04, 0.12, 0.11, 0.11, 0.10, 0.10]}

***

(2)
{"formula": "C18H10Br4FN3O5SSeV", "method": "the ωB97M-V functional and the def2-TZVPD basis", "de_lowest_kj_mol": 13.5, "orbital_gap_ev": [4.08, 4.00], "total_charge": -2, "e_tot_ha": -15372.11761, "lumo_energy_ev": [4.031, 4.031], "spin_multiplicity": 2, "species": ["V", "Br", "C", "C", "Br", "C", "Br", "C", "O", "C", "O", "C", "Br", "Se", "N", "C", "C", "C", "C", "N", "C", "N", "H", "H", "H", "F", "C", "C", "C", "C", "C", "C", "C", "S", "O", "O", "O", "H", "H", "H", "H", "H", "H", "H"], "coordinates": [[-0.5928, 0.5295, -0.7606], [3.5914, 5.5762, -2.8227], [2.9804, 3.9998, -1.9673], [3.7338, 3.3876, -0.9809], [5.4090, 4.1169, -0.4657], [3.2672, 2.2284, -0.3511], [4.2469, 1.3387, 1.0065], [2.0354, 1.6608, -0.6893], [1.5270, 0.6028, -0.1792], [1.2751, 2.2996, -1.7189], [0.1449, 1.6994, -2.0286], [1.7412, 3.4432, -2.3335], [0.6439, 4.2037, -3.6730], [-3.7626, 4.0471, -1.8796], [-4.7653, 2.9130, -2.8771], [-4.2018, 1.7233, -2.7853], [-4.6462, 0.5358, -3.4006], [-3.8664, -0.5978, -3.2143], [-2.7176, -0.6107, -2.4496], [-2.2499, 0.4949, -1.7931], [-2.9632, 1.6671, -1.9796], [-2.5600, 2.7838, -1.4441], [-5.5454, 0.5351, -4.0009], [-4.1595, -1.5350, -3.6756], [-2.1491, -1.5180, -2.3197], [-0.8618, 1.6152, 0.6451], [2.5140, -3.1808, 5.0350], [1.6526, -2.8976, 3.8343], [1.7674, -1.7021, 3.1356], [0.9724, -1.4281, 2.0310], [0.0503, -2.3732, 1.6126], [-0.0799, -3.5754, 2.2950], [0.7160, -3.8315, 3.3999], [-1.0403, -2.0544, 0.2367], [-1.6122, -3.3317, -0.1031], [-1.9324, -0.9851, 0.6464], [-0.1856, -1.4769, -0.8500], [3.2589, -2.3979, 5.1739], [3.0388, -4.1324, 4.9292], [1.9139, -3.2379, 5.9464], [2.4973, -0.9634, 3.4474], [1.1016, -0.4967, 1.4954], [-0.8004, -4.3010, 1.9444], [0.6129, -4.7741, 3.9283]], "atomic_forces_ev_per_a": [[-0.104, 0.709, 0.042], [0.008, 0.026, -0.015], [0.017, 0.024, -0.002], [0.064, 0.068, -0.019], [0.015, 0.004, 0.008], [-0.018, -0.067, 0.043], [-0.006, -0.009, 0.000], [0.107, 0.118, -0.017], [-0.426, -0.216, 0.057], [0.087, 0.000, -0.033], [-0.015, 0.091, -0.425], [0.010, -0.024, 0.011], [0.001, -0.018, 0.011], [0.078, -0.117, -0.137], [-0.107, -0.020, 0.088], [0.066, 0.164, -0.057], [-0.031, -0.043, -0.030], [0.016, -0.026, -0.043], [-0.048, -0.135, -0.069], [0.382, -0.007, 0.381], [0.008, 0.317, -0.002], [-0.081, -0.063, 0.072], [-0.002, -0.012, -0.002], [-0.007, 0.002, 0.006], [-0.024, -0.011, 0.021], [-0.172, -0.192, -0.099], [0.020, -0.001, 0.035], [-0.029, 0.009, -0.023], [0.012, 0.014, -0.003], [0.033, 0.047, 0.014], [-0.086, -0.115, -0.035], [0.013, -0.024, -0.006], [-0.003, -0.007, -0.010], [0.270, -0.300, -0.015], [-0.078, 0.063, -0.018], [-0.075, -0.019, 0.278], [0.098, -0.250, 0.037], [0.010, 0.007, 0.003], [0.007, -0.013, 0.002], [-0.003, -0.001, 0.003], [0.003, 0.001, 0.001], [0.003, 0.035, -0.049], [-0.010, -0.008, -0.007], [0.000, 0.001, 0.000]], "lowdin_charge": [1.04, 0.63, -0.77, -0.77, 0.63, -0.64, 0.70, -0.43, -0.16, -0.38, -0.20, -0.64, 0.73, 0.92, -0.31, -0.44, -0.10, -0.13, -0.17, -0.05, -0.42, -0.24, 0.08, 0.09, 0.08, -0.39, -0.07, -0.29, -0.03, -0.02, -0.24, -0.06, -0.06, 0.50, -0.31, -0.31, -0.39, 0.07, 0.07, 0.07, 0.11, 0.09, 0.10, 0.10]}

***

(3)
{"formula": "C5H10O", "method": "the ωB97M-V functional and the def2-TZVPD basis", "de_lowest_kj_mol": 92.5, "orbital_gap_ev": 11.04, "e_tot_ha": -271.71739, "lumo_energy_ev": 1.039, "species": ["C", "C", "O", "C", "C", "C", "H", "H", "H", "H", "H", "H", "H", "H", "H", "H"], "coordinates": [[1.2381, 0.2381, 1.7023], [1.0837, -0.0161, 0.2149], [0.6205, -1.3135, -0.1570], [-0.2118, -0.1983, -0.4622], [-0.3275, 0.0780, -1.9446], [-1.5128, -0.1196, 0.3031], [2.2277, 0.6428, 1.9316], [1.1255, -0.7095, 2.2380], [0.4900, 0.9400, 2.0853], [1.9052, 0.3453, -0.4106], [0.6557, 0.0362, -2.4226], [-0.9649, -0.6818, -2.4120], [-0.7721, 1.0608, -2.1365], [-1.9988, 0.8476, 0.1295], [-1.3632, -0.2439, 1.3786], [-2.1953, -0.9061, -0.0379]], "atomic_forces_ev_per_a": [[-0.016, -0.009, -0.018], [0.116, 0.229, 0.071], [0.051, -0.259, -0.009], [-0.199, 0.182, -0.102], [0.032, 0.003, -0.029], [0.013, -0.010, 0.058], [-0.127, -0.057, -0.055], [-0.004, 0.157, -0.043], [0.101, -0.076, -0.069], [-0.141, -0.097, 0.112], [-0.137, 0.002, 0.081], [0.065, 0.112, 0.063], [0.064, -0.127, 0.058], [0.086, -0.136, 0.026], [-0.001, -0.017, -0.163], [0.096, 0.104, 0.016]], "lowdin_charge": [-0.04, -0.29, -0.01, -0.52, -0.02, -0.01, 0.07, 0.09, 0.08, 0.14, 0.08, 0.09, 0.09, 0.09, 0.08, 0.09]}

***

Number 1: strongest force on any atom 0.05889 Eh/bohr. Number 2: strongest force on any atom 0.01396 Eh/bohr. Number 3: strongest force on any atom 0.00561 Eh/bohr.